Computed, not measured: a cluster of 2 separate species, C22H33N3O4S in total, with ωB97M-V/def2-TZVPD.

```
! RIJCOSX wB97M-V def2-TZVPD def2/J DEFGRID3
* xyz 0 1
C -5.0063 6.6388 0.0551
O -4.4983 5.4464 -0.5580
C -3.3854 4.8550 -0.0066
C -2.9308 3.6865 -0.6218
C -1.8108 3.0016 -0.1406
C -1.1162 3.4761 0.9795
C 0.0837 2.7145 1.4935
S 1.6041 3.7194 1.2490
C 2.2403 3.4134 2.9408
C 1.0920 2.7654 3.6829
O 1.1534 2.5894 4.8924
N -0.0048 2.4087 2.9183
C -1.2191 1.8740 3.5245
C -1.9060 0.6818 2.8727
C -1.1580 0.5066 4.1903
C -1.5572 4.6552 1.5983
C -2.6803 5.3361 1.1135
H -5.3090 6.4466 1.0896
H -5.8835 6.9874 -0.4973
H -4.2553 7.4353 0.0398
H -3.4640 3.3121 -1.4893
H -1.4838 2.0966 -0.6440
H 0.1852 1.7773 0.9359
H 3.0965 2.7361 2.9206
H 2.5294 4.3465 3.4287
H -1.8638 2.6249 3.9960
H -1.4543 0.2594 1.9714
H -2.9996 0.6517 2.9024
H -0.2001 -0.0229 4.1728
H -1.7483 0.3648 5.1009
H -1.0221 5.0439 2.4607
H -2.9829 6.2430 1.6233
C 4.4628 -4.8327 -3.0899
N 4.6728 -3.6064 -2.3182
C 3.7440 -2.7873 -1.8128
O 4.1097 -1.7639 -1.2473
C 2.2426 -3.1425 -1.9190
C 1.3232 -2.0090 -1.4131
C -0.1823 -2.2087 -1.6689
C -0.9576 -1.0652 -1.0128
C -0.5213 -2.2168 -3.1611
N 1.9176 -4.3884 -1.2079
C 1.3961 -5.4768 -1.7727
C 1.1143 -6.6414 -0.8534
O 1.1606 -5.5702 -2.9695
H 4.2318 -5.6625 -2.4201
H 3.6403 -4.7072 -3.7977
H 5.3669 -5.0752 -3.6505
H 5.6225 -3.2972 -2.1770
H 2.0484 -3.2745 -2.9832
H 1.4842 -1.8913 -0.3405
H 1.6265 -1.0776 -1.8943
H -0.5142 -3.1456 -1.2218
H -2.0279 -1.2279 -1.1389
H -0.7295 -1.0328 0.0517
H -0.6780 -0.1176 -1.4733
H -1.6012 -2.2812 -3.2929
H -0.1529 -1.3088 -3.6383
H -0.0722 -3.0870 -3.6400
H 2.0930 -4.4137 -0.2165
H 2.0211 -6.9103 -0.3156
H 0.3332 -6.3629 -0.1491
H 0.7808 -7.4889 -1.4507
*
```

SMILES: COc1ccc([C@H]2SCC(=O)N2C2CC2)cc1.CNC(=O)[C@H](CC(C)C)NC(C)=O
Gap between HOMO and LUMO in eV: 8.973
E_HOMO in eV: -8.410
Energy relative to the best compared isomer or geometry (same formula, charge and spin) in kJ/mol: 186.0

So, what does the Mulliken scheme give us? The charges, in e, come out as: atom 1 (C): -0.796, atom 2 (O): -0.452, atom 3 (C): 0.782, atom 4 (C): -0.636, atom 5 (C): -0.169, atom 6 (C): 0.101, atom 7 (C): -0.368, atom 8 (S): -0.169, atom 9 (C): -0.475, atom 10 (C): 0.327, atom 11 (O): -0.633, atom 12 (N): 0.160, atom 13 (C): -0.026, atom 14 (C): -0.166, atom 15 (C): -0.654, atom 16 (C): -0.453, atom 17 (C): -0.769, atom 18 (H): 0.326, atom 19 (H): 0.235, atom 20 (H): 0.322, atom 21 (H): 0.423, atom 22 (H): 0.350, atom 23 (H): 0.506, atom 24 (H): 0.293, atom 25 (H): 0.339, atom 26 (H): 0.336, atom 27 (H): -0.096, atom 28 (H): 0.252, atom 29 (H): 0.207, atom 30 (H): 0.236, atom 31 (H): 0.382, atom 32 (H): 0.353, atom 33 (C): -0.771, atom 34 (N): -0.121, atom 35 (C): 0.109, atom 36 (O): -0.706, atom 37 (C): 0.054, atom 38 (C): -1.287, atom 39 (C): 1.064, atom 40 (C): -1.595, atom 41 (C): -1.677, atom 42 (N): -0.013, atom 43 (C): 0.809, atom 44 (C): -1.361, atom 45 (O): -0.630, atom 46 (H): 0.198, atom 47 (H): 0.268, atom 48 (H): 0.354, atom 49 (H): 0.304, atom 50 (H): 0.453, atom 51 (H): 0.347, atom 52 (H): 0.343, atom 53 (H): 0.338, atom 54 (H): 0.463, atom 55 (H): 0.237, atom 56 (H): 0.281, atom 57 (H): 0.464, atom 58 (H): 0.325, atom 59 (H): 0.398, atom 60 (H): 0.240, atom 61 (H): 0.362, atom 62 (H): 0.339, atom 63 (H): 0.341

***

Computed, not measured: a cluster of 2 separate species, C3HNOS3 in total, with ωB97M-V/def2-TZVPD.

```
! RIJCOSX wB97M-V def2-TZVPD def2/J DEFGRID3
* xyz -2 1
C -1.7745 -0.5614 0.5295
C -2.5959 0.6129 -0.6448
C 1.3911 -2.3934 1.3485
N 0.9428 -3.3560 1.8193
O -2.5746 0.0252 -1.6938
S -2.7143 -1.8411 0.7632
S -3.1111 2.0685 -0.0580
S 2.0141 -0.9883 0.7737
H -0.8467 -0.6978 0.8973
*
```

Gap between HOMO and LUMO in eV: 6.051
E_HOMO in eV: -0.607
Energy relative to the best compared isomer or geometry (same formula, charge and spin) in kJ/mol: 118.3

So, what does the Mulliken scheme give us? The charges, in e, come out as: atom 1 (C): -0.136, atom 2 (C): 0.380, atom 3 (C): 0.174, atom 4 (N): -0.565, atom 5 (O): -0.527, atom 6 (S): -0.355, atom 7 (S): -0.562, atom 8 (S): -0.572, atom 9 (H): 0.163

***

Computed, not measured: a structure of composition C47H40BClF9GdNO5P, with ωB97M-V/def2-TZVPD.

```
! RIJCOSX wB97M-V def2-TZVPD def2/J DEFGRID3
* xyz 0 8
Gd -2.2380 0.8055 -0.6926
C 0.4026 5.1347 -0.6993
C -0.5702 6.1129 -0.8382
C -1.9000 5.7427 -0.8230
C -2.2578 4.4049 -0.6678
N -1.3103 3.4608 -0.5162
C -0.0286 3.8351 -0.5392
C -3.6762 3.9541 -0.7234
C -4.6999 4.8404 -0.3807
C -6.0248 4.4423 -0.4805
C -6.3064 3.1547 -0.9220
C -5.2578 2.2922 -1.2300
C -3.9070 2.6524 -1.1524
H 1.4613 5.3605 -0.7266
H -0.2941 7.1526 -0.9715
H -2.6735 6.4830 -0.9685
H 0.6876 3.0372 -0.4301
H -4.4735 5.8328 -0.0042
H -6.8233 5.1268 -0.2187
H -7.3367 2.8248 -1.0142
H -5.5199 1.2924 -1.5670
C 1.4232 -2.6915 2.1003
C 0.6520 -2.7718 0.7979
C 1.4171 -3.6342 -0.1885
O 0.5922 -1.4372 0.2276
B -0.6864 -1.1671 -0.1874
O -1.5657 -2.1535 0.1903
C -0.8644 -3.1736 0.9638
C -1.2293 -4.5259 0.3847
C -1.3898 -3.0743 2.3830
H 2.4703 -2.4491 1.8950
H 1.3998 -3.6543 2.6163
H 1.0226 -1.9267 2.7650
H 2.4160 -3.2128 -0.3319
H 0.9241 -3.6648 -1.1630
H 1.5266 -4.6559 0.1826
H -1.0312 -4.5744 -0.6861
H -2.2944 -4.7026 0.5439
H -0.6750 -5.3253 0.8837
H -1.2372 -2.0760 2.7980
H -0.9187 -3.8083 3.0390
H -2.4621 -3.2717 2.3667
C -5.1034 -4.9372 -0.2240
C -4.8574 -4.5798 1.2196
C -4.4061 -5.5181 2.1355
C -4.1774 -5.1683 3.4583
Cl -3.5965 -6.3740 4.5772
C -4.3870 -3.8773 3.8888
C -4.8329 -2.9190 2.9840
C -5.0767 -3.2736 1.6642
O -5.5569 -2.4254 0.6953
C -5.5277 -1.0279 0.9163
C -4.2496 -0.4445 0.3772
O -3.5300 0.2847 1.1274
O -3.9463 -0.6494 -0.8446
H -4.6222 -5.8840 -0.4724
H -4.7246 -4.1595 -0.8888
H -6.1733 -5.0342 -0.4267
H -4.2226 -6.5366 1.8124
H -4.1985 -3.6081 4.9201
H -4.9628 -1.9075 3.3360
H -5.6475 -0.7478 1.9537
H -6.3440 -0.5937 0.3411
F 4.0131 2.5409 5.5372
C 4.4160 1.4184 4.9259
F 5.7603 1.4048 4.9550
F 4.0012 0.3801 5.6714
C 3.8972 1.3229 3.5189
C 4.1624 0.1780 2.7841
C 3.7052 0.0733 1.4788
C 2.9829 1.1103 0.8845
C 2.7126 2.2461 1.6502
C 3.1738 2.3592 2.9537
P 2.1611 0.9509 -0.7485
C 3.0822 -0.3574 -1.6468
C 2.3502 -1.1587 -2.5163
C 2.9696 -2.1581 -3.2597
C 4.3299 -2.3607 -3.1227
C 5.0820 -1.5491 -2.2832
C 4.4622 -0.5479 -1.5596
C 5.0195 -3.4893 -3.8325
F 6.1470 -3.0746 -4.4346
F 4.2431 -4.0503 -4.7694
F 5.3722 -4.4587 -2.9695
C 2.8928 2.3877 -1.6788
C 3.9598 3.1764 -1.2436
C 4.3906 4.2630 -1.9932
C 3.7642 4.5690 -3.1928
C 2.7191 3.7869 -3.6527
C 2.2862 2.7094 -2.8909
C 4.2237 5.7741 -3.9638
F 3.5161 5.9543 -5.0869
F 4.1081 6.8978 -3.2319
F 5.5178 5.6744 -4.3118
H 4.7209 -0.6366 3.2316
H 3.9088 -0.8357 0.9244
H 2.1422 3.0684 1.2325
H 2.9599 3.2488 3.5298
H 1.2778 -1.0198 -2.5956
H 2.3928 -2.7809 -3.9305
H 6.1531 -1.6930 -2.2090
H 5.0640 0.0987 -0.9316
H 4.4577 2.9513 -0.3072
H 5.2167 4.8734 -1.6445
H 2.2369 4.0248 -4.5911
H 1.4479 2.1168 -3.2445
*
```

<S²>: 16.096
Gap between HOMO and LUMO (alpha / beta) in eV: 6.509 / 7.347
E_HOMO (alpha / beta) in eV: -7.081 / -7.483
Energy relative to the best compared isomer or geometry (same formula, charge and spin) in kJ/mol: 76.3

Here are the Mulliken charges for atoms 1 to 99, given in e: atom 1 (Gd): 0.040, atom 2 (C): -0.256, atom 3 (C): -0.921, atom 4 (C): -0.650, atom 5 (C): 0.501, atom 6 (N): -0.093, atom 7 (C): 0.342, atom 8 (C): 1.090, atom 9 (C): -0.841, atom 10 (C): -0.630, atom 11 (C): -0.770, atom 12 (C): -0.283, atom 13 (C): -0.666, atom 14 (H): 0.552, atom 15 (H): 0.418, atom 16 (H): 0.384, atom 17 (H): -0.243, atom 18 (H): 0.319, atom 19 (H): 0.376, atom 20 (H): 0.385, atom 21 (H): 0.524, atom 22 (C): -2.024, atom 23 (C): 1.736, atom 24 (C): -2.093, atom 25 (O): 0.157, atom 26 (B): 0.723, atom 27 (O): -0.281, atom 28 (C): 1.687, atom 29 (C): -1.300, atom 30 (C): -1.652, atom 31 (H): 0.448, atom 32 (H): 0.420, atom 33 (H): 0.322, atom 34 (H): 0.469, atom 35 (H): 0.384, atom 36 (H): 0.353, atom 37 (H): 0.381, atom 38 (H): -0.230, atom 39 (H): 0.416, atom 40 (H): 0.358, atom 41 (H): 0.446, atom 42 (H): -0.102, atom 43 (C): -1.584, atom 44 (C): 0.886, atom 45 (C): -0.198, atom 46 (C): 0.119, atom 47 (Cl): -0.248, atom 48 (C): -0.782, atom 49 (C): -0.836, atom 50 (C): 0.856, atom 51 (O): -0.418, atom 52 (C): -1.171, atom 53 (C): 1.860, atom 54 (O): -0.799, atom 55 (O): -0.573, atom 56 (H): 0.389, atom 57 (H): 0.290, atom 58 (H): 0.385, atom 59 (H): 0.410, atom 60 (H): 0.407, atom 61 (H): 0.247, atom 62 (H): 0.331, atom 63 (H): 0.283, atom 64 (F): -0.288, atom 65 (C): 0.751, atom 66 (F): -0.260, atom 67 (F): -0.262, atom 68 (C): 0.322, atom 69 (C): -1.052, atom 70 (C): -0.564, atom 71 (C): 0.408, atom 72 (C): -0.247, atom 73 (C): -1.002, atom 74 (P): 0.445, atom 75 (C): 0.992, atom 76 (C): -0.511, atom 77 (C): -0.750, atom 78 (C): 0.293, atom 79 (C): -1.174, atom 80 (C): -0.307, atom 81 (C): 0.788, atom 82 (F): -0.267, atom 83 (F): -0.283, atom 84 (F): -0.262, atom 85 (C): 0.687, atom 86 (C): -0.393, atom 87 (C): -1.189, atom 88 (C): 0.384, atom 89 (C): -0.931, atom 90 (C): -0.546, atom 91 (C): 0.773, atom 92 (F): -0.289, atom 93 (F): -0.261, atom 94 (F): -0.257, atom 95 (H): 0.429, atom 96 (H): 0.506, atom 97 (H): 0.291, atom 98 (H): 0.509, atom 99 (H): 0.251

***

Computed, not measured: the molecule C6H13NO3, with ωB97M-V/def2-TZVPD.

```
! RIJCOSX wB97M-V def2-TZVPD def2/J DEFGRID3
* xyz 0 1
C 0.5835 1.0483 2.0978
C 1.1330 0.8618 0.6956
C 2.1692 -0.2384 0.6007
C -0.1410 0.8524 -0.5330
O -1.2126 1.6327 -0.1069
N -0.4901 -0.4631 -0.8148
C -1.0083 -1.3568 0.2072
C -1.1350 -0.5609 -2.3113
O -0.9522 0.1931 -3.2474
O -1.9730 -1.6125 -2.4617
H 0.0903 0.1477 2.4712
H -0.1201 1.8847 2.1487
H 1.3965 1.2892 2.7958
H 1.6073 1.8060 0.4050
H 2.4229 -0.4715 -0.4356
H 3.0939 0.0712 1.1061
H 1.8404 -1.1525 1.1019
H 0.3225 1.3462 -1.3892
H -2.0232 1.1479 -0.3249
H -1.6278 -2.1383 -0.2361
H -1.6084 -0.8236 0.9503
H -0.1707 -1.8546 0.6969
H -2.1971 -1.6090 -3.4162
*
```

SMILES: CC(C)[C@H](O)N(C)C(=O)O
Gap between HOMO and LUMO in eV: 9.923
E_HOMO in eV: -9.371
Energy relative to the best compared isomer or geometry (same formula, charge and spin) in kJ/mol: 198.2

So, what does the Mulliken scheme give us? The charges, in e, come out as: atom 1 (C): -1.391, atom 2 (C): 0.463, atom 3 (C): -1.487, atom 4 (C): -0.162, atom 5 (O): -0.555, atom 6 (N): 0.000, atom 7 (C): -0.785, atom 8 (C): 0.574, atom 9 (O): -0.544, atom 10 (O): -0.458, atom 11 (H): 0.267, atom 12 (H): 0.314, atom 13 (H): 0.438, atom 14 (H): 0.332, atom 15 (H): 0.349, atom 16 (H): 0.436, atom 17 (H): 0.276, atom 18 (H): 0.397, atom 19 (H): 0.365, atom 20 (H): 0.345, atom 21 (H): 0.313, atom 22 (H): 0.154, atom 23 (H): 0.359

***

Computed, not measured: a cluster of 2 separate species, C4H7O3 in total, with ωB97M-V/def2-TZVPD.

```
! RIJCOSX wB97M-V def2-TZVPD def2/J DEFGRID3
* xyz -1 1
O 0.3798 -1.9930 1.0226
C 0.2063 -1.6817 2.2339
O 0.6990 -0.6771 2.8424
H -0.4414 -2.3688 2.8287
C -0.9058 0.4924 -2.0962
C -0.2126 1.2125 -0.9840
C 0.7009 0.6439 -0.1464
O 1.1167 1.1996 1.0029
H -0.7848 0.9764 -3.0658
H -0.4528 -0.4743 -2.3451
H -1.9594 0.3272 -1.8184
H -0.5542 2.2361 -0.7682
H 1.1282 -0.3302 -0.3833
H 1.0802 0.4368 1.6769
*
```

Gap between HOMO and LUMO in eV: 8.336
E_HOMO in eV: -4.200
Energy relative to the best compared isomer or geometry (same formula, charge and spin) in kJ/mol: 87.4

So, what does the Mulliken scheme give us? The charges, in e, come out as: atom 1 (O): -0.628, atom 2 (C): 0.084, atom 3 (O): -0.742, atom 4 (H): 0.348, atom 5 (C): -1.013, atom 6 (C): -0.091, atom 7 (C): -0.291, atom 8 (O): -0.617, atom 9 (H): 0.313, atom 10 (H): 0.300, atom 11 (H): 0.223, atom 12 (H): 0.324, atom 13 (H): 0.326, atom 14 (H): 0.462

***

Computed, not measured: the ion C6H13BrN with charge +1, with ωB97M-V/def2-TZVPD.

```
! RIJCOSX wB97M-V def2-TZVPD def2/J DEFGRID3
* xyz 1 1
C -1.2083 2.8426 0.5086
C -0.4529 1.7820 0.6567
C -0.6958 0.4257 0.0216
C -0.3420 0.4169 -1.4424
Br -2.7857 -0.1180 0.0115
C -0.0699 -0.8203 0.7573
C 1.3484 -0.9449 0.4063
N -0.7733 -2.1242 0.3139
H -0.8731 3.6557 1.2727
H -2.0433 3.0439 -0.1407
H 0.3575 1.6751 1.3721
H -0.3161 -0.5961 -1.9034
H 0.6144 0.8806 -1.6166
H -1.2580 1.0305 -1.8949
H -0.1756 -0.5907 1.8286
H 1.3546 -1.0280 -0.6684
H 1.9342 -0.1057 0.6826
H 1.7354 -1.8841 0.8265
H -0.0846 -2.8432 0.4237
H -0.8075 -2.0532 -0.7546
H -1.6593 -2.2458 0.8110
*
```

SMILES: C=C[C@](C)(Br)[C@H](C)[NH3+]
Gap between HOMO and LUMO in eV: 10.183
E_HOMO in eV: -13.794
Energy relative to the best compared isomer or geometry (same formula, charge and spin) in kJ/mol: 47.6

So, what does the Mulliken scheme give us? The charges, in e, come out as: atom 1 (C): -0.813, atom 2 (C): -0.261, atom 3 (C): 0.591, atom 4 (C): -1.246, atom 5 (Br): -0.123, atom 6 (C): -0.289, atom 7 (C): -1.339, atom 8 (N): -0.167, atom 9 (H): 0.230, atom 10 (H): 0.322, atom 11 (H): 0.245, atom 12 (H): 0.422, atom 13 (H): 0.364, atom 14 (H): 0.345, atom 15 (H): 0.340, atom 16 (H): 0.504, atom 17 (H): 0.391, atom 18 (H): 0.389, atom 19 (H): 0.386, atom 20 (H): 0.365, atom 21 (H): 0.342